Record 1
Here is 11 unconnected molecules or ions with the total composition C32H91N5O17 in a non-equilibrium geometry from OMol25. Energies are from ωB97M-V with the def2-TZVPD basis set.

```
! RIJCOSX wB97M-V def2-TZVPD def2/J DEFGRID3
* xyz 0 1
C 1.84 2.51 6.12
C 1.89 1.92 4.68
C 3.30 1.88 4.22
O 4.16 1.24 5.23
C 5.52 0.97 4.80
N 1.17 0.62 4.63
H 1.91 1.70 6.85
H 0.96 3.11 6.36
H 2.71 3.14 6.27
H 1.36 2.61 4.01
H 3.63 2.92 3.99
H 3.37 1.31 3.28
H 6.02 1.87 4.46
H 5.53 0.19 4.01
H 6.03 0.54 5.66
H 1.49 0.02 5.37
H 1.38 0.21 3.76
C -0.82 -2.58 4.28
C -1.28 -3.85 3.62
C -0.46 -4.98 4.10
O 0.88 -4.87 3.99
C 1.31 -4.74 2.67
N -2.71 -4.20 3.83
H 0.08 -2.14 3.88
H -0.64 -2.88 5.33
H -1.58 -1.80 4.32
H -1.10 -3.77 2.53
H -0.81 -5.85 3.50
H -0.69 -5.11 5.18
H 1.15 -3.72 2.27
H 0.78 -5.41 1.96
H 2.37 -4.87 2.64
H -2.83 -4.12 4.82
H -2.87 -5.20 3.71
C 1.58 -0.50 -8.53
C 1.90 -0.47 -7.07
C 1.11 -1.58 -6.36
O -0.17 -1.08 -6.03
C -0.92 -2.02 -5.40
N 3.36 -0.68 -6.84
H 0.47 -0.42 -8.72
H 1.99 -1.43 -8.95
H 2.09 0.30 -9.03
H 1.45 0.47 -6.65
H 1.65 -1.86 -5.43
H 1.06 -2.48 -6.97
H -1.22 -2.83 -6.09
H -1.84 -1.52 -5.05
H -0.45 -2.47 -4.53
H 3.66 -0.37 -5.91
H 3.89 -0.24 -7.55
C -6.59 3.74 -0.39
C -5.14 3.81 -0.85
C -4.57 5.11 -0.46
O -3.25 5.23 -1.02
C -2.61 6.37 -0.56
N -4.33 2.70 -0.21
H -7.24 4.55 -0.72
H -6.60 3.57 0.69
H -7.05 2.80 -0.80
H -5.05 3.81 -1.95
H -4.55 5.15 0.64
H -5.21 5.92 -0.81
H -2.57 6.36 0.57
H -3.09 7.31 -0.84
H -1.59 6.40 -0.97
H -4.74 1.78 -0.26
H -3.37 2.63 -0.57
C -0.80 0.44 1.50
C -0.06 -0.84 1.37
C -0.12 -1.45 0.03
O 0.35 -0.45 -0.94
C 0.07 -0.94 -2.22
N 1.37 -0.65 1.80
H -1.00 0.64 2.58
H -1.74 0.39 0.93
H -0.15 1.25 1.13
H -0.48 -1.58 2.02
H -1.17 -1.74 -0.26
H 0.59 -2.31 -0.07
H 0.61 -0.31 -2.93
H -1.01 -0.89 -2.48
H 0.37 -1.97 -2.43
H 1.91 -1.46 1.60
H 1.72 0.09 1.22
C -0.81 3.07 -2.25
C -0.05 3.71 -1.08
O 0.93 2.85 -0.58
O -1.52 1.87 -1.73
H -0.14 2.78 -3.08
H -1.60 3.66 -2.70
H -0.74 3.87 -0.22
H 0.35 4.73 -1.30
H 1.57 2.75 -1.30
H -0.78 1.34 -1.41
C 3.67 1.04 -2.98
C 2.84 1.96 -3.89
O 2.53 3.12 -3.09
O 3.88 -0.15 -3.66
H 3.14 0.77 -1.99
H 4.62 1.60 -2.71
H 1.86 1.56 -4.17
H 3.40 2.22 -4.77
H 2.28 3.85 -3.64
H 4.62 -0.63 -3.25
C -2.31 4.57 3.91
C -2.71 3.26 3.26
O -3.99 3.42 2.72
O -0.97 4.48 4.26
H -2.96 4.74 4.78
H -2.51 5.35 3.18
H -2.65 2.44 3.99
H -1.91 3.08 2.53
H -3.99 2.99 1.85
H -0.80 4.93 5.09
C -4.62 -0.75 0.92
C -3.98 -1.59 2.03
O -3.26 -2.66 1.46
O -5.39 -1.53 0.00
H -3.82 -0.30 0.32
H -5.23 0.09 1.28
H -4.72 -2.01 2.73
H -3.31 -0.89 2.60
H -3.20 -3.29 2.22
H -5.65 -2.31 0.51
C 4.41 -2.91 -0.16
C 4.06 -1.55 -0.70
O 5.17 -0.92 -1.30
O 3.33 -3.37 0.73
H 5.34 -2.83 0.44
H 4.52 -3.70 -0.90
H 3.73 -0.89 0.11
H 3.26 -1.62 -1.47
H 5.79 -0.87 -0.57
H 2.92 -4.13 0.31
C 1.75 -5.05 -2.26
C 0.22 -4.96 -2.06
O -0.25 -4.43 -3.26
O 2.51 -5.45 -1.14
H 2.12 -4.07 -2.60
H 1.93 -5.73 -3.08
H 0.05 -4.24 -1.26
H -0.24 -5.94 -1.83
H -1.04 -3.88 -3.14
H 2.78 -6.37 -1.26
*
```

Computed properties:
Frontier orbital gap ... 0.3246 Ha
SMILES string ... COC[C@H](C)N.COC[C@H](C)N.COC[C@H](C)N.COC[C@H](C)N.COC[C@H](C)N.OCCO.OCCO.OCCO.OCCO.OCCO.OCCO
ΔE to the lowest compared entry with this formula, charge and spin ... 1.556 eV
Highest occupied orbital energy ... -0.3147 Eh
Energy ... -2826.46870 hartree

Record 2
Here is 11 unconnected molecules or ions with the total composition C32H92N6O11 in a non-equilibrium geometry from OMol25. Energies are from ωB97M-V with the def2-TZVPD basis set.

```
! RIJCOSX wB97M-V def2-TZVPD def2/J DEFGRID3
* xyz 0 1
C -3.54 -1.57 -3.83
C -2.35 -0.69 -3.42
C -2.52 -0.13 -1.98
O -3.35 1.03 -2.11
C -3.71 1.70 -0.90
N -1.33 -1.72 -3.43
H -3.49 -2.00 -4.83
H -4.36 -0.85 -3.88
H -3.73 -2.31 -3.06
H -2.09 0.08 -4.14
H -1.54 0.19 -1.62
H -2.96 -0.85 -1.29
H -2.88 1.75 -0.19
H -4.58 1.27 -0.41
H -3.86 2.77 -1.01
H -1.55 -2.34 -2.67
H -1.53 -2.22 -4.29
C -4.52 7.05 -0.10
C -4.48 6.05 1.08
C -3.12 6.08 1.84
O -1.99 5.74 1.08
C -0.81 5.59 1.86
N -5.57 6.42 1.96
H -5.46 6.98 -0.64
H -3.68 6.86 -0.77
H -4.49 8.07 0.29
H -4.66 5.06 0.66
H -3.19 5.42 2.71
H -3.00 7.01 2.39
H -0.45 6.50 2.34
H 0.03 5.30 1.23
H -0.86 4.89 2.69
H -6.40 6.42 1.38
H -5.46 7.41 2.14
C 0.35 -3.58 -0.81
C -0.78 -4.47 -1.44
C -0.90 -5.81 -0.68
O -1.68 -6.71 -1.49
C -1.66 -8.06 -0.97
N -2.11 -3.78 -1.31
H 1.31 -4.07 -0.98
H 0.24 -3.34 0.25
H 0.35 -2.61 -1.30
H -0.68 -4.68 -2.50
H -1.39 -5.77 0.29
H 0.12 -6.11 -0.45
H -2.23 -8.67 -1.68
H -2.03 -8.03 0.05
H -0.62 -8.37 -0.96
H -2.86 -4.43 -1.49
H -2.25 -3.63 -0.33
C 8.54 2.02 2.35
C 7.50 1.55 3.36
C 6.25 0.97 2.69
O 5.47 2.07 2.10
C 4.33 1.70 1.41
N 8.11 0.53 4.15
H 9.45 2.38 2.83
H 8.21 2.86 1.74
H 8.84 1.12 1.82
H 7.19 2.42 3.95
H 5.61 0.53 3.45
H 6.61 0.16 2.05
H 3.85 2.60 1.03
H 3.62 1.26 2.11
H 4.51 1.02 0.58
H 7.53 0.16 4.90
H 8.86 1.00 4.64
C -4.35 -6.01 1.25
C -3.89 -5.26 2.47
C -3.61 -3.68 2.38
O -2.65 -3.37 1.37
C -2.36 -1.98 1.41
N -4.87 -5.60 3.46
H -5.27 -5.53 0.89
H -4.69 -7.02 1.47
H -3.71 -6.01 0.37
H -2.98 -5.71 2.86
H -3.20 -3.36 3.34
H -4.51 -3.13 2.12
H -1.46 -1.97 0.80
H -2.06 -1.66 2.40
H -3.12 -1.31 1.00
H -4.46 -5.32 4.35
H -4.88 -6.61 3.52
C 5.55 -2.57 -2.81
C 4.75 -3.14 -1.63
C 4.28 -2.07 -0.59
O 3.58 -2.66 0.50
C 3.69 -1.97 1.71
N 3.57 -3.80 -2.12
H 5.89 -3.39 -3.44
H 6.45 -2.10 -2.43
H 4.91 -1.90 -3.38
H 5.41 -3.82 -1.10
H 3.76 -1.23 -1.05
H 5.17 -1.61 -0.17
H 3.16 -2.52 2.49
H 3.17 -1.02 1.64
H 4.68 -1.69 2.08
H 2.93 -3.16 -2.56
H 3.02 -4.24 -1.40
C 0.31 0.49 0.61
O 0.97 1.77 0.88
H -0.77 0.51 0.71
H 0.54 0.14 -0.39
H 0.74 -0.33 1.18
H 0.46 2.50 0.51
C 2.98 3.60 -1.70
O 2.91 2.93 -2.93
H 2.23 4.38 -1.56
H 2.85 2.86 -0.92
H 3.96 4.07 -1.62
H 2.53 3.50 -3.60
C 1.24 0.11 -5.01
C 1.83 -0.08 -3.57
O 1.53 -1.37 -3.08
H 1.12 1.17 -5.24
H 0.22 -0.29 -4.96
H 1.87 -0.38 -5.75
H 1.39 0.67 -2.91
H 2.90 0.08 -3.48
H 0.64 -1.59 -3.34
C -0.64 5.17 -2.07
C -0.79 3.68 -1.74
O -0.85 3.49 -0.33
H 0.31 5.57 -1.73
H -1.47 5.76 -1.68
H -0.56 5.34 -3.15
H 0.07 3.20 -2.21
H -1.66 3.24 -2.24
H -1.21 4.29 0.06
C -2.73 1.73 2.70
C -2.91 2.27 4.17
O -4.21 2.11 4.53
H -3.54 1.99 2.01
H -2.99 0.67 2.80
H -1.78 1.93 2.21
H -2.72 3.35 4.21
H -2.20 1.83 4.87
H -4.64 2.85 4.11
*
```

Computed properties:
Frontier orbital gap ... 0.3214 Ha
SMILES string ... COC[C@H](C)N.COC[C@H](C)N.COC[C@H](C)N.COC[C@H](C)N.COC[C@H](C)N.COC[C@H](C)N.CCO.CCO.CCO.CO.CO
ΔE to the lowest compared entry with this formula, charge and spin ... 0.000 eV
Highest occupied orbital energy ... -0.3028 Eh
Energy ... -2430.31379 hartree

Record 3
Here is a molecular structure, C32H92O36Tl in a non-equilibrium geometry from OMol25. Energies are from ωB97M-V with the def2-TZVPD basis set.

```
! RIJCOSX wB97M-V def2-TZVPD def2/J DEFGRID3
* xyz 1 1
Tl 3.66 -1.03 2.19
O 4.55 -2.68 -2.36
C 4.35 -2.47 -1.01
O 5.28 -1.93 -0.39
O 3.28 -2.78 -0.41
H 5.39 -2.22 -2.42
O -0.84 -0.47 -0.22
C 0.22 0.15 0.21
O 1.04 -0.48 0.91
O 0.42 1.32 -0.04
H -0.79 -1.36 0.13
C -4.33 -2.77 -1.13
C -4.64 -3.50 -2.50
O -5.85 -4.27 -2.33
O -4.03 -3.78 -0.23
H -5.18 -2.20 -0.74
H -3.60 -1.98 -1.28
H -3.82 -4.21 -2.61
H -4.70 -2.74 -3.27
H -6.34 -4.08 -3.14
H -4.86 -4.15 0.10
C 0.80 3.83 -5.53
C 0.96 2.78 -4.41
O 2.23 2.86 -3.76
O 0.44 5.09 -5.01
H 0.05 3.49 -6.25
H 1.76 3.97 -6.03
H 0.69 1.78 -4.73
H 0.12 2.91 -3.73
H 2.28 3.71 -3.31
H 0.80 5.76 -5.60
C 3.85 1.48 4.99
C 3.10 2.19 3.73
O 2.28 1.36 2.90
O 4.83 0.70 4.32
H 3.08 0.94 5.55
H 4.28 2.19 5.69
H 3.94 2.59 3.16
H 2.54 3.04 4.11
H 1.59 1.92 2.52
H 5.68 1.05 4.60
C -2.21 1.82 4.93
C -1.22 0.76 5.52
O -1.07 -0.41 4.67
O -3.55 1.37 4.91
H -2.09 2.04 3.87
H -2.07 2.73 5.52
H -1.50 0.43 6.53
H -0.25 1.26 5.57
H -1.73 -1.06 4.90
H -3.61 0.82 4.12
C -3.66 0.43 -3.91
C -2.23 0.20 -3.36
O -1.94 1.13 -2.33
O -3.77 1.69 -4.60
H -4.40 0.39 -3.11
H -3.93 -0.29 -4.68
H -1.53 0.19 -4.20
H -2.18 -0.81 -2.97
H -1.34 0.79 -1.67
H -3.41 2.34 -4.00
C 1.58 -1.89 5.57
C 2.86 -2.82 5.54
O 4.00 -2.10 5.03
O 1.49 -1.16 4.31
H 1.62 -1.09 6.32
H 0.68 -2.41 5.90
H 2.61 -3.63 4.85
H 3.08 -3.29 6.50
H 4.41 -1.58 5.73
H 0.64 -0.70 4.30
C 3.29 -0.45 -4.41
C 2.09 -0.55 -3.63
O 1.05 -1.05 -4.45
O 3.27 0.67 -5.30
H 3.46 -1.40 -4.91
H 4.16 -0.29 -3.77
H 1.90 0.42 -3.17
H 2.14 -1.29 -2.82
H 0.90 -0.43 -5.16
H 3.10 1.48 -4.81
C -2.35 4.44 -1.64
C -2.88 5.02 -2.95
O -2.19 4.38 -4.00
O -3.06 3.24 -1.32
H -2.59 5.15 -0.85
H -1.28 4.27 -1.66
H -2.70 6.10 -2.98
H -3.96 4.92 -2.95
H -1.27 4.65 -4.01
H -2.75 2.47 -1.79
C -0.83 -3.93 1.48
C 0.10 -3.21 2.45
O 1.37 -3.22 1.87
O -1.28 -3.18 0.34
H -1.77 -4.20 1.97
H -0.28 -4.83 1.20
H 0.07 -3.58 3.47
H -0.30 -2.20 2.60
H 1.23 -3.11 0.93
H -2.17 -3.44 0.12
C 4.12 -6.44 -0.33
C 2.67 -5.96 -0.23
O 2.36 -5.29 -1.39
O 5.07 -5.55 0.05
H 4.41 -6.75 -1.34
H 4.28 -7.39 0.18
H 2.43 -5.36 0.64
H 2.02 -6.83 -0.22
H 2.65 -4.42 -1.09
H 5.92 -5.72 -0.38
C 1.67 4.73 0.40
C 0.47 4.61 1.30
O 0.45 3.27 1.90
O 1.48 4.10 -0.87
H 2.55 4.23 0.81
H 1.84 5.80 0.26
H -0.52 4.68 0.85
H 0.51 5.43 2.03
H 0.24 2.58 1.27
H 0.98 3.28 -0.75
C -4.46 3.71 2.96
C -3.95 4.10 1.56
O -4.87 3.77 0.52
O -5.56 4.55 3.24
H -3.61 3.85 3.62
H -4.79 2.67 3.00
H -2.97 3.65 1.38
H -3.70 5.16 1.65
H -4.33 3.41 -0.18
H -5.71 4.68 4.18
C -4.20 0.35 0.23
C -3.76 -0.60 1.42
O -4.23 -0.04 2.58
O -5.54 0.32 -0.12
H -3.62 0.17 -0.68
H -4.01 1.40 0.45
H -2.68 -0.62 1.47
H -4.08 -1.63 1.26
H -5.18 -0.13 2.47
H -6.02 0.15 0.69
C 4.56 1.49 -0.70
C 5.63 1.79 0.38
O 5.94 0.62 1.13
O 3.38 1.00 0.00
H 4.85 0.74 -1.45
H 4.37 2.33 -1.37
H 5.24 2.56 1.04
H 6.50 2.22 -0.12
H 6.89 0.52 1.06
H 2.57 1.31 -0.41
C -0.45 -3.71 -2.56
C -0.89 -5.21 -2.30
O 0.00 -6.20 -2.79
O -0.53 -3.41 -3.96
H 0.54 -3.48 -2.15
H -1.19 -3.09 -2.06
H -1.81 -5.47 -2.84
H -1.07 -5.33 -1.23
H 0.92 -6.02 -2.58
H -0.06 -2.60 -4.17
*
```

Computed properties:
Frontier orbital gap ... 0.0678 Ha
Highest occupied orbital energy ... -0.4000 Eh
Energy ... -4154.89432 hartree